(1)
Molecular formula: C3H9N2
Method: DFT, wB97M-V/def2-TZVPD

Geometry (Å):
C1 0.96378 0.14512 1.68188
C2 0.07596 0.28146 0.49153
C3 0.35281 -0.51037 -0.64255
N1 -0.50349 -0.74953 -1.83548
N2 -0.92823 1.14973 0.46325
H1 1.66744 -0.68612 1.61912
H2 0.28767 -0.15555 2.49922
H3 1.51268 1.02083 2.04544
H4 1.29497 -1.03906 -0.72438
H5 -1.49135 -0.64896 -1.58200
H6 -0.29118 -1.70508 -2.16500
H7 -0.21381 -0.17964 -2.64651
H8 -1.48666 1.54579 1.21962
H9 -1.24059 1.53137 -0.42414

Forces on atoms 1 to 2 (eV/Å):
-0.6 -1.2 0.9
-0.1 1.4 0.5

Summary:
Total energy ... -228.46526 a.u.
Molecular weight ... 73.12 g/mol
Relative energy (zero: lowest compared OMol25 entry of this formula, charge and spin) ... 74.58 kJ/mol
LUMO energy (spin up / spin down) ... -8.938 / -12.789 eV
Total charge ... +2
Multiplicity ... 2

(2)
Molecular formula: C3H9N2O
Method: DFT, wB97M-V/def2-TZVPD

Geometry (Å):
C1 -0.16466 2.08837 -0.85032
C2 -0.97606 -0.47043 -0.76021
C3 -0.14119 0.69639 -0.08309
N1 0.80813 -2.52426 2.46183
N2 0.54385 -2.23339 1.32722
O1 1.50451 -1.71401 0.45739
H1 -0.82056 2.97573 -0.45706
H2 0.76968 2.43987 -1.31776
H3 -0.77755 1.86183 -1.71512
H4 -1.96378 -0.06997 -0.79972
H5 -0.73358 -1.31086 -0.00663
H6 -0.60633 -0.48898 -1.87856
H7 0.91961 0.33965 -0.19218
H8 1.84494 -2.43382 2.88781
H9 -0.20701 0.84389 0.92640

Forces on atoms 1 to 2 (eV/Å):
-2.1 0.3 -0.2
2.4 1.5 0.5

Summary:
Total energy ... -304.34269 a.u.
Molecular weight ... 89.12 g/mol
Relative energy (zero: lowest compared OMol25 entry of this formula, charge and spin) ... 323.61 kJ/mol
LUMO energy ... 4.035 eV
Total charge ... -1

> Which formula does entry 1 have?

C3H9N2

> relative energy (zero: lowest compared OMol25 entry of this formula, charge and spin) of number 2 (C3H9N2O)?

323.61 kJ/mol

What did the first record say?
Molecular formula: C3H9N2
Method: DFT, wB97M-V/def2-TZVPD

Geometry (Å):
C1 0.96378 0.14512 1.68188
C2 0.07596 0.28146 0.49153
C3 0.35281 -0.51037 -0.64255
N1 -0.50349 -0.74953 -1.83548
N2 -0.92823 1.14973 0.46325
H1 1.66744 -0.68612 1.61912
H2 0.28767 -0.15555 2.49922
H3 1.51268 1.02083 2.04544
H4 1.29497 -1.03906 -0.72438
H5 -1.49135 -0.64896 -1.58200
H6 -0.29118 -1.70508 -2.16500
H7 -0.21381 -0.17964 -2.64651
H8 -1.48666 1.54579 1.21962
H9 -1.24059 1.53137 -0.42414

Forces on atoms 1 to 2 (eV/Å):
-0.6 -1.2 0.9
-0.1 1.4 0.5

Summary:
Total energy ... -228.46526 a.u.
Molecular weight ... 73.12 g/mol
Relative energy (zero: lowest compared OMol25 entry of this formula, charge and spin) ... 74.58 kJ/mol
LUMO energy (spin up / spin down) ... -8.938 / -12.789 eV
Total charge ... +2
Multiplicity ... 2

Please write out number 1 again, unchanged.
Molecular formula: C3H9N2
Method: DFT, wB97M-V/def2-TZVPD

Geometry (Å):
C1 0.96378 0.14512 1.68188
C2 0.07596 0.28146 0.49153
C3 0.35281 -0.51037 -0.64255
N1 -0.50349 -0.74953 -1.83548
N2 -0.92823 1.14973 0.46325
H1 1.66744 -0.68612 1.61912
H2 0.28767 -0.15555 2.49922
H3 1.51268 1.02083 2.04544
H4 1.29497 -1.03906 -0.72438
H5 -1.49135 -0.64896 -1.58200
H6 -0.29118 -1.70508 -2.16500
H7 -0.21381 -0.17964 -2.64651
H8 -1.48666 1.54579 1.21962
H9 -1.24059 1.53137 -0.42414

Forces on atoms 1 to 2 (eV/Å):
-0.6 -1.2 0.9
-0.1 1.4 0.5

Summary:
Total energy ... -228.46526 a.u.
Molecular weight ... 73.12 g/mol
Relative energy (zero: lowest compared OMol25 entry of this formula, charge and spin) ... 74.58 kJ/mol
LUMO energy (spin up / spin down) ... -8.938 / -12.789 eV
Total charge ... +2
Multiplicity ... 2